(1)
The following is a DFT calculation (ωB97M-V/def2-TZVPD) of a cluster of 2 separate species, C2H9NS2 in total in a non-equilibrium geometry.

```
14
Properties=species:S:1:pos:R:3
S -0.18711 2.56045 -1.93326
S -2.13280 1.82412 -0.76768
H 0.67141 2.25106 -0.95429
H -2.98531 2.74687 -1.23359
C 0.47725 -1.66216 -0.50863
N 0.02262 -1.30804 0.83360
C 0.69321 -0.15603 1.41276
H -0.09451 -2.53921 -0.81273
H 1.51668 -2.00479 -0.48193
H 0.39465 -0.80636 -1.18850
H -0.98142 -1.19203 0.81288
H 0.41555 0.79535 0.94934
H 0.43194 -0.11744 2.47405
H 1.75784 -0.39178 1.39799
```

## Properties
- Total charge: -1
- Energy above the lowest of the compared OMol25 structures with the same formula, charge and spin: 11.9 kJ/mol
- Multiplicity: 2
- Kohn-Sham gap (spin up / spin down): 5.0899 / 6.8282 eV

(2)
The following is a DFT calculation (ωB97M-V/def2-TZVPD) of a structure of composition C36H36AsCdFNO6STe.

```
84
Properties=species:S:1:pos:R:3
Cd 1.26223 0.72026 0.08370
C -2.38985 0.51727 -3.79048
C -2.33835 0.15317 -2.30188
C -1.91371 1.36869 -1.47768
C -1.63790 -1.18711 -2.06249
C -2.45377 -2.30287 -2.23425
C -1.98932 -3.58583 -2.01306
C -0.69038 -3.75914 -1.57557
C 0.18424 -2.68416 -1.42712
C 1.61391 -3.03810 -1.02227
C 2.12723 -2.38329 0.25921
C 2.63355 -2.84188 -2.14525
C -0.27964 -1.38364 -1.71811
N 0.60781 -0.28214 -1.74252
C 1.00553 0.10332 -2.99338
C 0.94272 -0.70507 -4.14296
C 1.36816 -0.25288 -5.38294
C 1.86759 1.02906 -5.54868
C 1.91725 1.86816 -4.43902
C 1.49011 1.40335 -3.22183
F 1.47465 2.26439 -2.18646
H -3.06300 1.36490 -3.94109
H -2.75090 -0.31883 -4.39286
H -1.40600 0.79847 -4.16285
H -3.37504 -0.04924 -2.00603
H -1.01744 1.84450 -1.86506
H -1.75151 1.11639 -0.42827
H -2.71846 2.10801 -1.50505
H -3.48753 -2.14730 -2.52817
H -2.64391 -4.43962 -2.13880
H -0.32726 -4.75791 -1.36111
H 1.57164 -4.11375 -0.81769
H 2.45611 -1.35800 0.09112
H 3.01211 -2.91489 0.61559
H 1.39039 -2.39725 1.06317
H 2.76933 -1.78727 -2.37660
H 2.32799 -3.35238 -3.06029
H 3.60051 -3.24547 -1.83568
H 0.55005 -1.70934 -4.05194
H 1.30012 -0.92211 -6.23247
H 2.19939 1.38133 -6.51561
H 2.26503 2.89123 -4.50215
O 5.19337 3.36646 -0.19417
As 3.57384 2.96388 0.41376
O 3.37894 1.34672 -0.02462
O 2.48348 4.07014 -0.07601
C 3.94293 3.03544 2.31009
C 5.10042 3.70041 2.69456
C 5.43263 3.84075 4.03607
C 4.60169 3.31545 5.00605
C 3.44214 2.64897 4.63636
C 3.11183 2.50442 3.29719
S 1.64751 1.51793 2.98471
O 0.91623 1.50520 4.22704
O 2.13929 0.23014 2.50398
O 0.89480 2.16528 1.87699
H 5.25803 3.01980 -1.09343
H 5.74820 4.10997 1.93192
H 6.33922 4.36250 4.31595
H 4.84944 3.42272 6.05477
H 2.77777 2.23694 5.38227
Te -0.98174 -0.58824 2.12806
C -2.28597 -2.22847 2.32960
C -2.35880 -2.85991 3.56850
C -3.21055 -3.94009 3.75381
C -3.99556 -4.39630 2.70651
C -3.91626 -3.77840 1.46757
C -3.05880 -2.70473 1.27762
C -2.49036 0.88526 2.07679
C -3.57846 0.80612 1.21456
C -4.53931 1.80644 1.21320
C -4.40478 2.90079 2.05573
C -3.30956 2.99005 2.90134
C -2.35305 1.98378 2.91932
H -1.75611 -2.49976 4.39328
H -3.26215 -4.42088 4.72300
H -4.66118 -5.23782 2.85305
H -4.51100 -4.13977 0.63744
H -2.96977 -2.26149 0.29745
H -3.67779 -0.02714 0.53083
H -5.38134 1.73912 0.53513
H -5.14828 3.68819 2.04497
H -3.19416 3.84667 3.55335
H -1.49049 2.06047 3.57028
```

## Properties
- Total charge: -1
- Energy above the lowest of the compared OMol25 structures with the same formula, charge and spin: 9.1 kJ/mol
- Kohn-Sham gap: 7.1111 eV

(3)
The following is a DFT calculation (ωB97M-V/def2-TZVPD) of the molecule C9H8F3N3 in a non-equilibrium geometry.

```
23
Properties=species:S:1:pos:R:3
C -1.37274 0.82071 1.05886
C -1.18816 1.36305 -1.27911
C -2.77508 1.15321 0.97524
C -2.54404 1.85318 -1.21481
C -0.57922 0.86894 -0.12010
C 1.75051 -1.21384 -1.15745
C 1.98136 -1.56205 0.32204
C 0.87228 0.43704 -0.11300
C 1.88715 1.90554 0.10990
N -3.30554 1.70193 -0.10851
N 1.37170 -0.04620 -1.34268
N 1.30764 -0.44853 0.98326
F 1.48278 2.63138 1.25732
F 3.20557 1.64653 0.30734
F 1.80707 2.75222 -0.87557
H -1.00861 0.24104 1.82674
H -0.72201 1.55422 -2.20139
H -3.43795 0.88409 1.78574
H -2.94865 2.18747 -2.12177
H 1.92628 -1.81277 -2.10028
H 1.58208 -2.53854 0.68324
H 3.09564 -1.56564 0.57729
H 0.50641 -0.63428 1.59051
```

## Properties
- Multiplicity: 3
- Kohn-Sham gap (spin up / spin down): 6.2556 / 5.9414 eV

(4)
The following is a DFT calculation (ωB97M-V/def2-TZVPD) of a cluster of 6 separate species, C6H23BrNO6 in total in a non-equilibrium geometry.

```
37
Properties=species:S:1:pos:R:3
Br 10.09165 12.72400 6.03089
C 5.62063 9.58119 10.18204
O 5.38641 10.40391 9.07849
C 5.67360 9.87204 7.83763
C 7.07446 9.13919 7.91014
N 8.04614 10.11065 8.39462
C 9.18802 9.46335 9.00037
C 9.93326 8.50504 8.13070
O 9.30545 7.22363 8.21345
C 10.03996 6.30630 7.36697
H 5.47664 8.52231 9.87038
H 4.92995 9.81674 10.95048
H 6.66852 9.71090 10.40755
H 5.77322 10.60543 7.03924
H 4.90391 9.17959 7.51403
H 7.31111 8.75667 6.89852
H 7.14172 8.27013 8.62332
H 8.32397 10.75889 7.67208
H 8.80740 8.97838 9.92800
H 9.86134 10.24850 9.29334
H 10.94817 8.31045 8.48746
H 9.97632 8.82196 7.13793
H 9.81468 5.28239 7.67129
H 11.11638 6.46873 7.54643
H 9.79501 6.44142 6.33015
O 12.88504 10.44112 7.36015
H 12.11763 10.94371 7.48521
H 12.79429 10.17438 6.41471
O 11.96250 9.87917 4.77781
H 11.55851 10.74918 4.89776
H 11.17396 9.33628 4.98250
O 6.72307 13.05297 7.12206
H 6.95963 12.43374 7.79646
H 7.55915 13.36295 6.74732
O 11.06132 14.06514 8.80561
H 10.43338 14.70812 8.43113
H 10.87338 13.30599 8.23106
```

## Properties
- Total charge: -1
- Kohn-Sham gap: 8.3214 eV

Please write out number 3 again, unchanged.
The following is a DFT calculation (ωB97M-V/def2-TZVPD) of the molecule C9H8F3N3 in a non-equilibrium geometry.

```
23
Properties=species:S:1:pos:R:3
C -1.37274 0.82071 1.05886
C -1.18816 1.36305 -1.27911
C -2.77508 1.15321 0.97524
C -2.54404 1.85318 -1.21481
C -0.57922 0.86894 -0.12010
C 1.75051 -1.21384 -1.15745
C 1.98136 -1.56205 0.32204
C 0.87228 0.43704 -0.11300
C 1.88715 1.90554 0.10990
N -3.30554 1.70193 -0.10851
N 1.37170 -0.04620 -1.34268
N 1.30764 -0.44853 0.98326
F 1.48278 2.63138 1.25732
F 3.20557 1.64653 0.30734
F 1.80707 2.75222 -0.87557
H -1.00861 0.24104 1.82674
H -0.72201 1.55422 -2.20139
H -3.43795 0.88409 1.78574
H -2.94865 2.18747 -2.12177
H 1.92628 -1.81277 -2.10028
H 1.58208 -2.53854 0.68324
H 3.09564 -1.56564 0.57729
H 0.50641 -0.63428 1.59051
```

## Properties
- Multiplicity: 3
- Kohn-Sham gap (spin up / spin down): 6.2556 / 5.9414 eV

Repeat the first record exactly.
The following is a DFT calculation (ωB97M-V/def2-TZVPD) of a cluster of 2 separate species, C2H9NS2 in total in a non-equilibrium geometry.

```
14
Properties=species:S:1:pos:R:3
S -0.18711 2.56045 -1.93326
S -2.13280 1.82412 -0.76768
H 0.67141 2.25106 -0.95429
H -2.98531 2.74687 -1.23359
C 0.47725 -1.66216 -0.50863
N 0.02262 -1.30804 0.83360
C 0.69321 -0.15603 1.41276
H -0.09451 -2.53921 -0.81273
H 1.51668 -2.00479 -0.48193
H 0.39465 -0.80636 -1.18850
H -0.98142 -1.19203 0.81288
H 0.41555 0.79535 0.94934
H 0.43194 -0.11744 2.47405
H 1.75784 -0.39178 1.39799
```

## Properties
- Total charge: -1
- Energy above the lowest of the compared OMol25 structures with the same formula, charge and spin: 11.9 kJ/mol
- Multiplicity: 2
- Kohn-Sham gap (spin up / spin down): 5.0899 / 6.8282 eV

- What is the formula in the second record?
  C36H36AsCdFNO6STe